Record 1
Molecular formula: C3H6N2
Method: DFT, ωB97M-V/def2-TZVPD

- Gap between HOMO and LUMO: 10.62 eV
- HOMO energy: -9.67 eV
- SMILES string: CNCC#N

```
! wB97M-V def2-TZVPD RIJCOSX def2/J DEFGRID3
* xyz 0 1
C -1.050 -0.837 -0.505
N -0.300 -0.359 0.649
C 1.052 0.095 0.381
C 1.020 1.505 -0.077
N 0.772 2.630 -0.200
H -1.221 -0.093 -1.301
H -2.022 -1.184 -0.145
H -0.535 -1.698 -0.943
H -0.799 0.421 1.066
H 1.634 0.099 1.310
H 1.553 -0.593 -0.309
*
```



Record 2
Molecular formula: C23H38Cl2Cu2N5O7Pd
Method: DFT, ωB97M-V/def2-TZVPD

- Gap between HOMO and LUMO (spin up / spin down): 5.92 / 3.09 eV
- Expectation value of S²: 8.813
- HOMO energy (spin up / spin down): -17.03 / -17.80 eV

```
! wB97M-V def2-TZVPD RIJCOSX def2/J DEFGRID3
* xyz 4 6
C 4.900 -3.236 -0.048
C 3.587 -2.495 -0.432
N 3.630 -1.107 0.023
C 4.291 -0.140 -0.641
C 4.298 1.001 0.171
N 3.464 0.699 1.225
C 3.033 -0.583 1.142
C 3.212 1.558 2.315
H 4.744 -4.301 0.125
H 5.272 -2.858 0.904
H 5.538 -3.106 -0.922
H 2.881 -3.093 0.143
H 3.347 -2.560 -1.493
H 4.641 -0.464 -1.610
H 4.612 2.022 0.011
H 2.536 -1.185 1.888
H 3.687 1.034 3.144
H 2.166 1.799 2.510
H 3.826 2.442 2.142
Cu -1.500 -1.168 4.209
Cu 1.660 5.191 -0.538
Pd -1.558 -2.784 0.614
C -0.158 1.264 -0.904
C 0.192 2.531 -0.494
C 0.001 3.082 0.937
O 0.433 4.247 1.301
C -0.543 2.324 1.917
C -0.889 0.968 1.693
C -0.727 0.355 0.100
O -1.127 -0.768 -0.078
O -1.339 0.193 2.544
O 0.770 3.268 -1.419
H 0.092 0.942 -1.905
H -0.565 2.596 2.962
Cl -3.311 2.991 -4.201
C -1.703 3.552 -3.733
C -1.427 5.043 -3.837
Cl -1.476 5.445 -5.539
H -1.023 3.056 -4.426
H -1.424 3.294 -2.712
H -0.412 5.269 -3.512
H -2.043 5.646 -3.170
C -3.801 -2.828 -1.980
O -2.942 -3.001 -1.214
N -3.616 -1.928 -2.887
C -4.651 -1.618 -3.772
C -2.619 -0.867 -2.929
H -4.845 -3.179 -1.976
H -5.208 -2.505 -4.073
H -4.321 -1.186 -4.717
H -5.237 -0.842 -3.280
H -2.366 -0.843 -3.989
H -3.085 0.044 -2.555
H -1.750 -0.925 -2.274
C -1.189 1.739 5.484
O -0.930 0.537 5.458
N -2.255 2.227 6.213
C -2.480 3.678 6.361
C -3.131 1.303 6.938
H -0.532 2.489 5.016
H -3.006 3.784 7.310
H -3.208 3.904 5.581
H -1.529 4.185 6.197
H -3.052 0.224 6.810
H -2.775 1.422 7.961
H -4.172 1.617 6.861
C 0.597 -2.881 -2.162
O -0.099 -2.858 -1.154
N 1.368 -3.929 -2.487
C 2.156 -3.880 -3.725
C 1.278 -5.248 -1.800
H 0.806 -1.985 -2.767
H 3.225 -3.897 -3.517
H 2.082 -2.934 -4.263
H 1.958 -4.779 -4.308
H 2.225 -5.754 -1.612
H 0.850 -5.291 -0.799
H 0.667 -5.957 -2.359
*
```



Record 3
Molecular formula: C20H46N12O23P
Method: DFT, ωB97M-V/def2-TZVPD

- Gap between HOMO and LUMO: 7.66 eV
- HOMO energy: -11.16 eV

```
! wB97M-V def2-TZVPD RIJCOSX def2/J DEFGRID3
* xyz 1 1
N -3.536 -0.117 -3.887
C -2.149 0.297 -4.328
P -0.968 0.440 -2.786
C 0.818 0.395 -3.521
C 2.003 0.389 -2.375
O 2.004 -0.403 -1.293
C 3.278 1.434 -2.662
C 3.296 2.868 -1.848
C 4.526 3.903 -2.175
C 5.644 3.424 -3.312
C 5.623 1.987 -4.104
C 4.381 0.942 -3.770
H -3.403 -0.735 -3.034
H -4.040 0.778 -3.610
H -1.611 -0.481 -5.041
H -2.090 1.350 -4.850
H -1.198 -0.682 -1.866
H -1.277 1.689 -2.106
H 0.936 1.392 -4.165
H 0.943 -0.508 -4.274
H 2.411 3.071 -1.092
H 4.568 4.930 -1.612
H 6.501 4.195 -3.548
H 6.420 1.690 -4.911
H 4.264 -0.109 -4.300
C 10.258 4.291 -2.497
N 8.967 4.423 -3.224
O 8.545 3.422 -3.814
O 8.413 5.528 -3.181
H 10.630 3.271 -2.619
H 10.956 5.010 -2.931
H 10.067 4.508 -1.444
C 14.329 6.873 -3.273
N 13.658 5.553 -3.422
O 13.576 4.843 -2.414
O 13.234 5.267 -4.548
H 14.650 6.991 -2.236
H 15.188 6.885 -3.946
H 13.603 7.643 -3.541
C -2.696 -2.713 0.939
N -3.547 -1.571 0.509
O -4.225 -1.012 1.379
O -3.510 -1.268 -0.689
H -2.827 -2.867 2.012
H -3.019 -3.593 0.380
H -1.659 -2.456 0.710
C -0.755 -7.008 1.769
N -1.606 -5.866 1.339
O -2.285 -5.307 2.209
O -1.569 -5.563 0.141
H -0.886 -7.162 2.842
H -1.079 -7.889 1.210
H 0.281 -6.751 1.540
C -6.275 0.171 -1.229
N -6.432 1.605 -1.592
O -7.369 2.222 -1.071
O -5.611 2.072 -2.390
H -7.062 -0.103 -0.523
H -6.360 -0.413 -2.148
H -5.290 0.053 -0.773
C -2.969 -11.058 2.662
N -1.626 -10.419 2.703
O -0.761 -10.872 1.945
O -1.480 -9.480 3.494
H -2.954 -11.865 1.926
H -3.178 -11.451 3.660
H -3.692 -10.290 2.379
C -4.605 2.289 2.651
N -4.060 2.403 4.031
O -4.860 2.283 4.967
O -2.846 2.609 4.136
H -5.680 2.108 2.710
H -4.399 3.229 2.137
H -4.099 1.451 2.166
C -9.862 -1.515 0.551
N -8.760 -2.502 0.396
O -8.929 -3.622 0.893
O -7.756 -2.125 -0.219
H -10.677 -1.980 1.110
H -9.462 -0.657 1.095
H -10.194 -1.232 -0.450
C -9.903 3.414 1.698
N -10.573 2.094 1.548
O -10.656 1.383 2.557
O -10.997 1.808 0.422
H -9.582 3.531 2.735
H -9.044 3.425 1.024
H -10.629 4.184 1.429
C 1.762 0.559 2.039
N 2.736 0.579 3.164
O 3.401 1.610 3.319
O 2.806 -0.441 3.859
H 1.807 1.517 1.516
H 2.044 -0.258 1.373
H 0.769 0.400 2.466
C 5.183 -0.341 5.635
N 6.157 -0.321 6.760
O 6.822 0.709 6.915
O 6.227 -1.342 7.455
H 5.228 0.617 5.112
H 5.465 -1.158 4.969
H 4.190 -0.501 6.062
*
```



Record 4
Molecular formula: C2H8N2S
Method: DFT, ωB97M-V/def2-TZVPD

- Gap between HOMO and LUMO: 8.86 eV
- HOMO energy: -8.11 eV
- SMILES string: N/C=C/N.S

```
! wB97M-V def2-TZVPD RIJCOSX def2/J DEFGRID3
* xyz 0 1
C -0.969 0.247 -0.006
C -0.282 -0.688 -0.646
N -0.738 -1.391 -1.765
N -0.411 0.846 1.201
H -1.966 0.579 -0.269
H 0.700 -0.984 -0.293
H -0.020 -1.953 -2.192
H -1.201 -0.830 -2.464
H -0.903 0.505 2.018
H -0.522 1.855 1.180
H 0.966 0.592 1.284
S 2.503 0.398 1.591
H 2.844 0.824 0.361
*
```



Max |F|, respectively: 1.1 5.8 8.3 1.2 eV/A.